Molecular formula: C5H9BrO
Method: DFT, ωB97M-V/def2-TZVPD

Energy relative to the best compared isomer or geometry (same formula, charge and spin)   2.106 eV
Energy   -77417.181 eV
HOMO-LUMO gap   9.22 eV

Geometry as ORCA input:
```
! wB97M-V def2-TZVPD RIJCOSX def2/J DEFGRID3
* xyz 0 1
C 0.695 0.710 -1.058
C 1.567 0.476 -0.078
C 1.079 -0.436 1.035
C 3.003 0.855 -0.022
C -2.890 0.018 -0.120
O -2.447 0.279 -1.241
Br -4.841 -0.161 0.148
H -0.369 0.657 -0.894
H -0.033 -0.309 1.148
H 1.671 -0.199 1.935
H 1.114 -1.482 0.703
H 3.699 -0.019 -0.090
H 3.176 1.298 0.944
H 3.330 1.496 -0.868
H 1.143 1.155 -1.899
H -3.066 0.579 -1.910
*
```



Molecular formula: C4H9N2O2
Method: DFT, ωB97M-V/def2-TZVPD

Energy relative to the best compared isomer or geometry (same formula, charge and spin)   1.579 eV
Energy   -11369.586 eV
HOMO-LUMO gap   5.88 eV

Geometry as ORCA input:
```
! wB97M-V def2-TZVPD RIJCOSX def2/J DEFGRID3
* xyz -1 1
C -0.285 -0.082 -0.329
C -0.695 1.214 0.315
C -2.171 1.202 0.803
O -2.596 2.313 1.369
N 1.051 -0.064 -0.936
C 1.971 -1.077 -0.848
N 1.904 -1.907 0.256
O 2.806 -1.272 -1.724
H -0.389 -0.929 0.348
H -1.020 -0.430 -1.059
H -0.035 1.528 1.120
H -0.681 1.986 -0.465
H -2.777 0.829 -0.076
H -2.211 0.283 1.503
H 1.081 0.362 -1.848
H 2.779 -2.283 0.575
H 1.267 -1.671 0.996
*
```



Molecular formula: C3H17O6
Method: DFT, ωB97M-V/def2-TZVPD

Energy relative to the best compared isomer or geometry (same formula, charge and spin)   0.000 eV
Energy   -15671.643 eV
HOMO-LUMO gap   8.57 eV

Geometry as ORCA input:
```
! wB97M-V def2-TZVPD RIJCOSX def2/J DEFGRID3
* xyz -1 1
C 2.474 -0.703 -1.567
O 2.785 0.252 -0.893
C 1.213 -0.715 -2.386
C 0.120 0.325 -2.179
H -0.846 2.003 1.249
H 2.968 -1.680 -1.472
H 0.748 -1.589 -1.891
H 1.321 -1.061 -3.416
H 0.434 1.359 -1.998
H -0.655 0.083 -1.455
H -0.354 0.449 -3.157
H -0.381 -1.686 0.852
H 0.862 -0.883 0.842
O 0.483 -1.615 0.340
H 2.187 1.239 1.588
H 3.546 0.781 1.212
O 2.941 0.769 1.962
H -3.058 -0.499 -0.218
H -1.015 2.071 0.526
O -3.125 0.463 -0.252
H -2.079 0.166 2.128
H -1.607 -1.670 2.449
O -1.709 -1.087 1.692
H -2.734 0.662 0.627
H -1.946 1.442 3.038
O -2.573 1.124 2.380
*
```